Entry 1:
An isolated molecule of C24H29N3OS, computed with the ωB97M-V functional and the def2-TZVPD basis.

Output
Strongest force on any atom ... 1.18 eV/Å
E_LUMO ... 0.51 eV
Kohn-Sham gap ... 8.37 eV
Calculated total energy ... -1569.62627 Ha
SMILES ... OCC[C@@H]1CN(Cc2nc(-c3ccccc3)cs2)CCN1CCc1ccccc1
HOMO energy ... -7.86 eV

```
58
Properties=species:S:1:pos:R:3:forces:R:3:mulliken_charge:R:1
O -4.898 -2.867 -1.079 -0.09 0.04 -0.53 -0.54
C -4.331 -2.716 0.202 0.17 0.22 0.49 -0.57
C -4.002 -1.263 0.546 0.02 -0.41 -0.26 -0.91
C -2.742 -0.743 -0.175 -0.31 -0.17 0.24 0.04
C -1.485 -1.132 0.623 -0.14 -0.02 -0.35 -0.25
N -1.482 -0.408 1.879 -0.03 0.01 0.12 0.07
C -0.514 -0.894 2.841 -0.30 -0.09 0.01 -1.19
C 0.908 -0.678 2.435 0.36 0.74 0.84 0.66
N 1.461 -1.192 1.403 -0.22 -0.56 -0.44 -0.32
C 2.752 -0.788 1.222 0.22 0.61 0.81 -0.59
C 3.491 -1.275 0.064 0.21 -0.19 -0.43 0.92
C 2.873 -2.179 -0.801 0.00 0.08 0.12 -0.26
C 3.536 -2.644 -1.920 0.06 -0.04 -0.10 -0.69
C 4.824 -2.215 -2.194 0.02 -0.04 -0.07 -0.45
C 5.446 -1.319 -1.340 0.11 0.02 -0.04 -0.77
C 4.787 -0.849 -0.220 -0.17 -0.05 0.04 -0.45
C 3.191 0.082 2.184 -0.22 -0.12 0.07 -0.22
S 1.958 0.414 3.329 -0.18 -0.54 -0.63 -0.23
C -1.382 1.017 1.619 -0.19 0.26 -0.11 -0.05
C -2.620 1.453 0.828 0.09 0.04 0.26 -1.38
N -2.854 0.687 -0.373 0.23 0.09 -0.02 0.35
C -2.484 1.231 -1.651 0.21 -0.09 -0.23 -1.30
C -1.010 1.145 -2.117 -0.35 0.06 0.03 -1.00
C -0.035 2.006 -1.366 0.15 -0.05 -0.04 0.24
C -0.294 3.351 -1.122 -0.04 -0.07 -0.02 -0.06
C 0.616 4.136 -0.439 -0.02 0.11 0.04 -0.76
C 1.817 3.597 -0.010 0.08 0.04 0.06 -0.74
C 2.101 2.269 -0.274 0.11 0.00 0.02 -0.25
C 1.179 1.480 -0.938 -0.03 0.03 -0.08 -0.19
H -4.339 -2.411 -1.718 -0.06 -0.06 0.01 0.34
H -3.430 -3.340 0.292 -0.08 0.00 0.08 0.25
H -5.084 -3.103 0.893 0.13 -0.01 0.00 0.37
H -3.851 -1.171 1.621 -0.04 0.03 0.08 0.33
H -4.850 -0.640 0.258 -0.03 0.00 0.04 0.35
H -2.675 -1.206 -1.167 0.05 0.02 0.00 0.38
H -0.579 -0.918 0.035 -0.10 -0.08 0.00 -0.52
H -1.505 -2.202 0.838 0.06 -0.06 -0.03 0.60
H -0.696 -0.387 3.793 0.00 -0.10 0.00 0.47
H -0.689 -1.967 2.975 0.07 0.08 0.07 0.36
H 1.871 -2.508 -0.575 -0.06 -0.02 0.00 0.49
H 3.047 -3.344 -2.582 -0.04 -0.05 -0.04 0.40
H 5.343 -2.578 -3.069 0.04 -0.02 -0.07 0.39
H 6.451 -0.982 -1.551 0.07 0.03 -0.02 0.39
H 5.284 -0.150 0.435 0.06 0.08 0.07 0.30
H 4.152 0.541 2.294 0.26 0.07 -0.07 0.46
H -0.467 1.267 1.060 -0.06 0.00 0.11 -0.13
H -1.360 1.550 2.574 0.01 0.03 0.01 0.63
H -3.494 1.327 1.478 0.06 0.11 0.10 0.43
H -2.533 2.509 0.569 -0.06 0.01 0.00 0.60
H -2.802 2.276 -1.657 -0.04 -0.01 -0.09 0.69
H -3.087 0.707 -2.403 0.02 0.12 -0.04 0.38
H -0.999 1.453 -3.168 0.01 -0.10 -0.05 0.55
H -0.679 0.105 -2.079 0.02 -0.02 -0.07 0.26
H -1.215 3.794 -1.474 -0.11 0.04 -0.02 0.41
H 0.391 5.176 -0.249 -0.02 0.09 0.01 0.41
H 2.531 4.212 0.519 0.06 0.06 0.04 0.41
H 3.044 1.842 0.034 0.06 -0.03 0.03 0.49
H 1.412 0.442 -1.133 -0.02 -0.12 -0.02 0.40
```
Forces are in eV/Å.

Entry 2:
A structure of composition C24H29N4O2Pt, computed with the ωB97M-V functional and the def2-TZVPD basis.

Output
Strongest force on any atom ... 1.46 eV/Å
E_LUMO ... -3.54 eV
Kohn-Sham gap ... 7.80 eV
Calculated total energy ... -1420.49818 Ha
Net charge ... +1
HOMO energy ... -11.33 eV

```
60
Properties=species:S:1:pos:R:3:forces:R:3:mulliken_charge:R:1
Pt -0.147 0.784 0.849 0.20 1.12 0.91 0.65
C 6.666 -0.011 2.361 -0.01 0.01 0.01 -2.12
C 6.141 0.217 0.944 -0.02 0.01 -0.01 1.92
C 6.710 1.539 0.408 0.01 0.01 0.00 -1.58
C 6.602 -0.946 0.052 0.00 -0.01 0.00 -1.56
C 4.622 0.291 0.903 0.01 -0.01 0.03 0.27
C 3.956 0.469 -0.311 0.01 -0.02 -0.03 -0.44
C 2.583 0.544 -0.347 0.04 0.16 0.05 -0.66
N 1.843 0.456 0.763 -0.10 0.27 -0.13 -0.35
C 2.451 0.237 1.943 -0.11 -0.26 0.03 -0.51
C 3.827 0.168 2.039 0.07 -0.09 -0.01 0.40
C 1.514 0.010 3.063 0.04 0.06 -0.05 -0.26
C 1.881 -0.267 4.361 0.07 0.03 0.05 0.49
C 0.915 -0.463 5.350 -0.03 -0.01 0.01 0.16
C -0.414 -0.364 4.953 -0.01 0.01 0.02 -0.38
C -0.731 -0.100 3.634 0.07 -0.07 -0.03 -0.77
N 0.214 0.076 2.711 -0.21 -0.68 -0.40 -0.74
C 1.342 -0.766 6.779 0.01 0.01 -0.01 1.99
C 0.142 -0.974 7.700 -0.02 0.00 0.01 -2.18
C 2.197 -2.043 6.779 0.00 0.00 0.00 -1.56
C 2.174 0.414 7.305 0.00 0.00 0.01 -1.56
H 7.754 -0.071 2.334 0.00 0.01 0.00 0.43
H 6.299 -0.948 2.786 0.01 0.00 -0.01 0.43
H 6.402 0.811 3.030 0.00 -0.01 0.00 0.42
H 7.800 1.508 0.445 -0.01 0.00 -0.01 0.46
H 6.373 2.386 1.009 0.01 -0.01 0.00 0.38
H 6.418 1.717 -0.628 0.00 0.00 0.01 0.35
H 7.689 -1.031 0.099 -0.01 0.01 -0.01 0.45
H 6.328 -0.792 -0.992 0.00 -0.01 0.01 0.35
H 6.172 -1.893 0.383 0.01 0.01 0.00 0.38
H 4.503 0.562 -1.239 -0.01 -0.03 0.01 0.47
H 2.041 0.697 -1.270 -0.01 0.05 0.01 0.43
H 4.278 -0.004 3.003 0.00 0.01 0.00 0.51
H 2.930 -0.331 4.610 -0.01 0.03 0.01 0.43
H -1.223 -0.494 5.656 0.01 -0.02 -0.01 0.56
H -1.753 -0.029 3.286 0.00 0.01 0.01 0.49
H -0.480 -1.810 7.375 0.01 0.01 0.01 0.44
H -0.479 -0.079 7.768 0.00 -0.01 0.00 0.43
H 0.498 -1.202 8.705 0.00 0.01 -0.01 0.43
H 1.643 -2.888 6.365 0.00 0.00 0.01 0.38
H 2.479 -2.291 7.803 0.00 0.01 -0.01 0.45
H 3.116 -1.921 6.205 -0.01 0.00 0.00 0.32
H 1.594 1.339 7.297 0.00 -0.01 0.00 0.39
H 3.078 0.572 6.713 -0.01 0.00 0.01 0.32
H 2.482 0.214 8.332 0.00 0.00 -0.01 0.45
O -2.111 1.030 0.978 -0.08 0.08 0.51 -0.56
N -2.584 2.148 0.511 0.08 -0.15 -0.32 -0.05
N -1.757 2.828 -0.138 -0.13 0.20 -0.01 0.79
O -0.479 2.501 -0.263 0.04 -0.63 -0.67 -0.75
C -2.190 4.058 -0.771 0.10 -0.06 0.04 0.43
C -1.378 4.608 -1.746 0.05 -0.01 -0.02 -0.43
C -1.789 5.777 -2.368 -0.02 0.00 0.01 -0.46
C -2.987 6.377 -2.011 0.03 -0.02 -0.02 -0.49
C -3.782 5.808 -1.024 -0.01 0.01 0.00 -0.48
C -3.388 4.642 -0.392 -0.06 -0.02 0.05 -0.32
H -0.448 4.126 -2.007 -0.01 0.01 -0.01 0.40
H -1.167 6.218 -3.136 0.00 0.00 0.00 0.36
H -3.304 7.288 -2.501 0.01 0.00 0.01 0.39
H -4.713 6.277 -0.739 0.00 0.00 0.00 0.38
H -3.997 4.193 0.379 0.00 0.01 -0.01 0.44
```
Forces are in eV/Å.

Entry 3:
An isolated molecule of C24H29N5O2S, computed with the ωB97M-V functional and the def2-TZVPD basis.

Output
Strongest force on any atom ... 0.99 eV/Å
E_LUMO ... 0.73 eV
Kohn-Sham gap ... 8.40 eV
Calculated total energy ... -1754.43438 Ha
SMILES ... CCn1c(C(=O)N2CCC(C(=O)N3CCN(c4ccccn4)CC3)CC2)cc2sccc21
HOMO energy ... -7.67 eV

```
61
Properties=species:S:1:pos:R:3:forces:R:3:mulliken_charge:R:1
C -4.404 -3.408 -0.297 0.10 0.14 -0.12 -1.05
C -4.080 -2.251 -1.238 -0.01 -0.63 -0.02 -0.71
N -4.129 -0.989 -0.545 0.11 0.20 -0.02 0.19
C -3.080 -0.331 0.049 -0.12 0.41 0.32 0.12
C -1.732 -0.936 0.118 0.14 -0.04 -0.05 0.79
O -1.585 -2.114 0.424 -0.16 -0.27 0.02 -0.69
N -0.678 -0.135 -0.149 0.04 -0.01 -0.02 0.10
C -0.708 1.213 -0.661 -0.17 0.54 -0.26 -0.93
C -0.037 2.177 0.320 0.16 -0.06 -0.28 -1.32
C 1.383 1.724 0.696 -0.15 0.06 0.07 0.18
C 2.350 1.909 -0.470 -0.11 0.18 0.45 0.19
O 1.984 1.915 -1.633 -0.21 -0.06 -0.36 -0.69
N 3.654 2.118 -0.163 0.37 0.08 -0.18 0.06
C 4.307 1.960 1.120 0.07 0.01 0.29 -0.58
C 5.571 1.090 0.923 0.02 0.03 0.19 -1.04
N 5.397 0.191 -0.193 0.12 0.14 0.04 0.02
C 4.760 -1.004 0.027 -0.01 -0.36 0.16 1.14
C 4.549 -1.943 -0.997 -0.08 -0.01 -0.09 -0.63
C 3.935 -3.135 -0.682 0.00 0.13 0.10 -0.59
C 3.563 -3.392 0.634 -0.02 -0.05 0.03 -0.53
C 3.843 -2.422 1.575 -0.14 -0.31 -0.03 -0.47
N 4.411 -1.261 1.290 0.21 0.31 -0.08 -0.43
C 5.308 0.888 -1.461 0.08 0.10 -0.20 -0.82
C 4.605 2.245 -1.249 -0.08 -0.02 -0.25 -1.04
C 1.340 0.252 1.140 0.09 -0.01 -0.17 -0.17
C 0.667 -0.614 0.078 0.22 -0.38 0.34 -1.26
C -3.542 0.824 0.662 0.27 -0.31 -0.12 -0.15
C -4.919 0.865 0.420 -0.55 -0.21 -0.20 -0.26
S -6.308 1.848 0.732 0.13 -0.38 -0.20 -0.27
C -7.302 0.727 -0.152 0.15 0.16 0.13 -0.30
C -6.631 -0.337 -0.659 -0.32 -0.06 -0.12 -1.08
C -5.258 -0.266 -0.331 0.23 0.80 0.54 0.36
H -4.419 -4.344 -0.849 -0.04 -0.14 -0.05 0.37
H -3.640 -3.464 0.473 0.01 -0.02 0.05 0.28
H -5.375 -3.258 0.171 -0.11 -0.02 0.03 0.31
H -3.078 -2.386 -1.649 -0.15 0.07 -0.04 0.29
H -4.800 -2.213 -2.061 0.14 0.05 0.02 0.49
H -1.736 1.519 -0.853 0.16 -0.05 -0.01 0.73
H -0.148 1.236 -1.602 -0.17 0.01 0.13 0.26
H -0.001 3.169 -0.131 -0.04 0.04 0.03 0.39
H -0.629 2.234 1.236 -0.02 0.03 0.03 0.48
H 1.725 2.348 1.527 0.02 -0.08 -0.06 0.83
H 4.585 2.944 1.517 -0.01 -0.10 0.06 0.34
H 3.645 1.469 1.828 0.00 0.03 -0.02 0.39
H 5.758 0.498 1.817 0.06 0.21 -0.05 0.47
H 6.444 1.715 0.712 -0.04 -0.01 0.04 0.40
H 4.875 -1.751 -2.006 0.03 0.02 -0.06 0.45
H 3.755 -3.869 -1.453 0.00 -0.04 -0.06 0.42
H 3.081 -4.315 0.911 -0.05 -0.08 0.06 0.44
H 3.592 -2.560 2.619 -0.07 -0.12 0.06 0.37
H 4.725 0.295 -2.164 0.04 0.04 0.03 0.45
H 6.311 1.043 -1.875 -0.11 0.00 -0.09 0.34
H 5.322 3.028 -0.990 -0.01 -0.03 -0.02 0.40
H 4.062 2.537 -2.149 0.16 0.01 0.10 0.39
H 2.340 -0.136 1.333 -0.04 0.05 0.05 -0.18
H 0.763 0.183 2.066 0.01 -0.02 0.03 0.51
H 0.606 -1.652 0.410 0.07 0.15 -0.10 0.54
H 1.231 -0.568 -0.860 -0.04 -0.05 0.01 0.32
H -2.964 1.522 1.234 0.23 0.10 0.07 0.60
H -8.350 0.940 -0.235 -0.23 -0.03 -0.06 0.45
H -7.096 -1.122 -1.227 -0.14 -0.12 -0.09 0.35
```
Forces are in eV/Å.